(1)
{
  "formula": "C18H37O3P3Tc",
  "method": "the ωB97M-V functional and the def2-TZVPD basis",
  "total_charge": 4,
  "e_above_lowest_kcal_mol": 0.0,
  "largest_force_ha_per_bohr": 0.212,
  "multiplicity": 4,
  "e_homo_ev": [-21.99, -22.28],
  "total_energy_ev": -55425.5426,
  "s_squared": 3.788,
  "species": ["P", "C", "H", "H", "H", "C", "H", "H", "H", "C", "H", "H", "H", "P", "C", "H", "H", "H", "C", "H", "H", "H", "C", "H", "H", "H", "P", "C", "H", "H", "H", "C", "H", "H", "H", "C", "H", "H", "H", "Tc", "C", "O", "C", "O", "C", "C", "C", "C", "C", "C", "H", "H", "H", "H", "H", "H", "C", "O", "H", "H", "H", "H"],
  "xyz": [[2.694, -0.687, 0.000], [3.446, -0.969, 1.670], [4.550, -1.003, 1.564], [3.150, -1.929, 2.121], [3.228, -0.173, 2.398], [3.390, -2.225, -0.719], [3.416, -2.220, -1.819], [2.848, -3.133, -0.396], [4.442, -2.345, -0.384], [3.851, 0.629, -0.494], [4.882, 0.228, -0.481], [3.827, 1.481, 0.209], [3.668, 1.037, -1.499], [-0.725, 2.604, -0.461], [-0.799, 3.735, 1.009], [-1.320, 4.675, 0.741], [0.202, 4.023, 1.362], [-1.345, 3.305, 1.863], [0.196, 3.828, -1.498], [0.125, 3.637, -2.578], [1.268, 3.864, -1.230], [-0.208, 4.850, -1.336], [-2.488, 2.887, -0.946], [-2.664, 3.966, -1.127], [-3.182, 2.581, -0.141], [-2.799, 2.349, -1.856], [-1.957, -1.971, 0.003], [-2.787, -2.281, 1.625], [-3.364, -3.227, 1.565], [-3.513, -1.492, 1.876], [-2.099, -2.388, 2.477], [-3.498, -1.949, -0.964], [-4.178, -2.744, -0.598], [-3.346, -2.136, -2.036], [-4.034, -0.989, -0.857], [-1.323, -3.695, -0.167], [-2.183, -4.396, -0.176], [-0.682, -3.996, 0.684], [-0.743, -3.884, -1.085], [-0.045, 0.162, 0.006], [1.076, 1.268, 1.263], [1.716, 1.995, 2.057], [-1.563, 0.559, 1.268], [-2.470, 0.905, 2.060], [-1.292, -0.330, -3.361], [-0.640, -1.550, -3.304], [0.764, -1.598, -3.150], [1.496, -0.443, -3.363], [0.847, 0.811, -3.419], [-0.529, 0.841, -3.572], [-2.344, -0.272, -3.480], [-1.156, -2.444, -3.438], [1.230, -2.549, -3.106], [2.520, -0.479, -3.546], [1.439, 1.676, -3.576], [-1.017, 1.698, -3.903], [0.376, -1.234, 2.700], [0.378, -1.481, 1.309], [0.556, -2.174, 3.139], [-0.599, -0.857, 3.017], [1.171, -0.525, 2.971], [0.773, -2.287, 0.934]]
}

(2)
{
  "formula": "C19H16AsIrO3SbSe4",
  "method": "the ωB97M-V functional and the def2-TZVPD basis",
  "total_charge": 0,
  "e_above_lowest_kcal_mol": 0.0,
  "largest_force_ha_per_bohr": 0.019,
  "multiplicity": 2,
  "e_homo_ev": [-8.23, -8.10],
  "total_energy_ev": -357705.4838,
  "s_squared": 1.009,
  "species": ["Ir", "Se", "Sb", "Se", "Se", "Se", "O", "As", "C", "C", "C", "C", "C", "C", "C", "C", "C", "C", "C", "C", "C", "C", "C", "C", "C", "C", "H", "H", "H", "H", "H", "H", "H", "H", "H", "H", "H", "H", "H", "H", "H", "O", "C", "O", "H"],
  "xyz": [[-2.576, -1.024, 1.465], [-0.552, -4.445, 1.598], [-2.673, -4.255, 2.798], [-2.771, -3.091, 0.503], [-2.904, -1.872, 3.641], [-4.194, -6.013, 3.224], [-1.775, -0.333, -0.312], [-0.156, 0.125, -0.441], [-0.027, 2.019, -0.333], [1.096, 2.637, 0.206], [1.141, 4.021, 0.272], [0.066, 4.771, -0.188], [-1.058, 4.147, -0.713], [-1.111, 2.764, -0.789], [0.423, -0.464, -2.156], [0.058, -1.745, -2.563], [0.481, -2.209, -3.798], [1.257, -1.397, -4.616], [1.613, -0.120, -4.206], [1.195, 0.353, -2.970], [0.926, -0.670, 0.911], [0.718, -0.297, 2.237], [1.440, -0.927, 3.237], [2.362, -1.916, 2.914], [2.571, -2.276, 1.591], [1.852, -1.653, 0.581], [1.924, 2.045, 0.580], [2.008, 4.513, 0.691], [0.100, 5.851, -0.126], [-1.902, 4.734, -1.046], [-2.004, 2.267, -1.146], [-0.564, -2.365, -1.928], [0.200, -3.201, -4.126], [1.583, -1.761, -5.581], [2.212, 0.510, -4.850], [1.464, 1.353, -2.648], [-0.018, 0.458, 2.492], [1.274, -0.654, 4.271], [2.916, -2.412, 3.700], [3.284, -3.051, 1.345], [2.013, -1.935, -0.452], [-2.489, 0.867, 2.256], [-3.001, 1.906, 1.655], [-3.787, 1.898, 0.735], [-2.619, 2.849, 2.087]]
}

(3)
{
  "formula": "C18H34BClIN4O10P2S",
  "method": "the ωB97M-V functional and the def2-TZVPD basis",
  "total_charge": -1,
  "largest_force_ha_per_bohr": 0.191,
  "multiplicity": 1,
  "e_homo_ev": -5.16,
  "total_energy_ev": -96350.7593,
  "species": ["C", "C", "C", "C", "P", "N", "O", "P", "C", "O", "C", "O", "C", "C", "O", "C", "O", "N", "O", "C", "B", "O", "O", "C", "C", "C", "I", "O", "C", "Cl", "N", "C", "S", "H", "H", "H", "H", "H", "H", "H", "H", "H", "H", "H", "H", "H", "H", "H", "H", "H", "H", "H", "H", "H", "H", "H", "H", "H", "H", "H", "C", "O", "N", "C", "C", "H", "H", "H", "H", "H", "H", "H"],
  "xyz": [[-4.570, 2.338, -5.253], [-3.811, 2.299, -4.045], [-2.761, 2.141, -2.799], [-2.467, 0.609, -2.303], [-2.291, -0.409, -3.955], [-3.703, -0.865, -4.591], [-1.062, 0.688, -1.888], [-0.690, 0.420, -0.171], [1.069, 0.991, -0.818], [2.191, 0.463, -0.053], [3.473, 0.565, -0.766], [3.589, -0.644, -1.613], [4.405, -0.290, -2.819], [4.131, -1.469, -3.970], [2.709, -1.499, -4.411], [-0.211, 0.190, 1.666], [-1.281, -0.487, 2.471], [-1.036, -0.144, 3.777], [-1.018, -1.227, 4.388], [-0.908, 2.275, 0.190], [-2.260, 2.709, 1.015], [-2.628, 2.212, 2.389], [-3.241, 3.725, 0.489], [-0.232, -1.340, -0.800], [-0.284, -2.565, 0.254], [-1.745, -3.140, 0.675], [0.673, -4.268, -0.848], [-2.385, 0.021, 0.165], [-3.281, -0.046, -1.041], [-4.036, -1.734, -1.433], [-4.466, 0.886, -0.913], [-5.637, 0.201, -0.661], [-7.243, -0.367, -0.917], [-5.273, 2.706, -6.138], [-1.716, 2.563, -3.190], [-3.104, 2.884, -1.964], [-1.464, -1.577, -3.805], [-1.656, 0.472, -4.924], [-4.478, -0.535, -3.945], [1.230, 0.632, -1.945], [1.136, 2.179, -0.916], [3.643, 1.571, -1.338], [4.327, 0.508, 0.061], [5.536, -0.312, -2.486], [4.077, 0.718, -3.316], [4.517, -2.508, -3.577], [4.771, -1.138, -4.921], [2.746, -1.345, -5.407], [0.752, -0.467, 1.867], [-0.004, 1.196, 2.263], [-0.012, 2.782, 0.800], [-0.928, 2.880, -0.841], [-2.852, 3.083, 2.872], [-2.709, 4.293, -0.160], [-0.964, -1.637, -1.693], [0.853, -1.395, -1.298], [0.371, -2.488, 1.213], [-2.222, -3.627, -0.306], [-1.582, -4.043, 1.423], [-2.488, -2.383, 1.161], [3.477, -0.579, 4.261], [2.732, -1.047, 3.408], [3.246, -0.595, 5.620], [4.180, -0.018, 6.565], [2.033, -1.207, 6.120], [4.427, -0.090, 3.990], [4.516, -0.801, 7.252], [3.672, 0.771, 7.127], [5.047, 0.407, 6.053], [2.010, -2.256, 5.811], [1.170, -0.693, 5.687], [1.989, -1.144, 7.211]]
}